Record 1
A single C5H12NO2P molecule at a distorted geometry, computed with ωB97M-V/def2-TZVPD.

Values from the calculation:
Total energy, eV: -20251.20619
Highest occupied orbital energy, eV: -8.49
Multiplicity: 1
Frontier orbital gap, eV: 8.61

Each line ends with the natural charge from an NBO analysis.
Cartesian coordinates (Å):
P1 -0.9265 0.8503 0.6769  2.083
O1 -1.8144 1.8417 0.0391  -1.092
O2 -1.6660 -0.6755 0.6262  -1.009
N1 0.8999 0.0361 -1.3199  -0.496
C1 -0.6383 1.0991 2.4925  -1.033
C2 0.6846 0.5856 -0.0536  -0.386
C3 1.2786 -1.4314 0.5314  -0.273
C4 1.1069 -1.3416 -1.0350  -0.248
C5 -0.0851 0.3206 -2.4287  -0.442
H1 -0.3386 1.3973 -2.3656  0.222
H2 -1.5682 1.5816 2.9581  0.267
H3 -2.6060 -0.5585 0.6586  0.498
H4 0.5461 -1.9573 1.1206  0.208
H5 2.1618 -1.4730 -1.3572  0.194
H6 0.3356 -1.9887 -1.4066  0.202
H7 -0.5498 0.1276 3.0271  0.249
H8 -1.1592 -0.0894 -2.3579  0.192
H9 1.2886 1.5047 0.1575  0.216
H10 0.4265 1.5029 2.5277  0.252
H11 0.3443 0.1688 -3.3812  0.205
H12 2.2792 -1.5011 0.8901  0.192

Cartesian forces (eV/Å) of the 6 atoms listed first:
P -1.67 -1.99 1.11
O 0.20 0.30 0.01
O 1.91 1.12 -0.07
N -2.08 0.08 -2.34
C 0.21 -0.67 -0.24
C 0.78 -1.02 2.70

Record 2
A single C4H8O molecule, computed with ωB97M-V/def2-TZVPD.

Values from the calculation:
Total energy, eV: -6323.98921
Highest occupied orbital energy, eV: -10.09
SMILES string: OCC1CC1
Multiplicity: 1
Frontier orbital gap, eV: 11.17

Each line ends with the natural charge from an NBO analysis.
Cartesian coordinates (Å):
O1 1.5809 -0.8959 0.9213  -0.711
C1 -0.9890 -0.7553 -0.3879  -0.422
C2 0.0098 0.3690 -0.5116  -0.273
C3 1.2855 0.3592 0.3328  -0.064
C4 -1.3192 0.6001 0.1526  -0.412
H1 -2.0591 1.2093 -0.3574  0.213
H2 1.6330 -1.5286 0.1915  0.462
H3 -1.3072 0.7233 1.2328  0.212
H4 -1.4982 -1.0937 -1.2856  0.214
H5 -0.7738 -1.5408 0.3306  0.224
H6 1.1857 1.0518 1.1750  0.179
H7 2.1287 0.7164 -0.2823  0.163
H8 0.1230 0.7851 -1.5119  0.214

Cartesian forces (eV/Å) of the 6 atoms listed first:
O 0.08 -0.19 -0.34
C -0.06 -0.22 -0.05
C 0.11 0.04 -0.04
C -0.10 0.38 -0.06
C -0.10 0.18 0.09
H 0.10 -0.13 0.04

Record 3
2 unconnected molecules or ions with the total composition C6H18N3, computed with ωB97M-V/def2-TZVPD.

Values from the calculation:
Total energy, eV: -10978.19770
Highest occupied orbital energy, eV: -11.91
Net charge: +1
Multiplicity: 1
Frontier orbital gap, eV: 8.68

Each line ends with the natural charge from an NBO analysis.
Cartesian coordinates (Å):
N1 0.2028 -0.5331 -0.0855  -0.475
N2 -3.3495 -0.5618 -0.3552  -0.712
N3 -2.4828 1.2971 0.7082  -0.713
C1 -0.0811 -1.3714 1.0654  -0.417
C2 1.0145 0.6413 0.2524  -0.036
C3 -2.5792 0.4938 -0.3184  0.418
C4 1.0314 1.6372 -0.9119  -0.622
C5 0.7107 -1.3284 -1.1914  -0.424
C6 2.4528 0.3343 0.6835  -0.638
H1 0.4983 1.1066 1.1038  0.175
H2 1.1976 2.6436 -0.5380  0.227
H3 1.8379 1.4085 -1.6041  0.224
H4 0.9795 -0.6803 -2.0194  0.210
H5 -3.3872 -1.1536 -1.1712  0.441
H6 2.9954 -0.1690 -0.1126  0.214
H7 -0.5413 -0.7704 1.8495  0.188
H8 2.4745 -0.2890 1.5731  0.216
H9 2.9650 1.2643 0.9106  0.228
H10 -0.7748 -2.1568 0.7697  0.197
H11 -3.0056 1.1386 1.5600  0.422
H12 -3.9124 -0.8344 0.4378  0.421
H13 -1.9658 0.7093 -1.1864  0.249
H14 0.8091 -1.8534 1.4801  0.193
H15 -1.8483 2.0816 0.6893  0.443
H16 -0.0764 -2.0069 -1.5220  0.196
H17 1.5828 -1.9315 -0.9164  0.188
H18 0.0946 1.6215 -1.4661  0.186

Cartesian forces (eV/Å) of the 6 atoms listed first:
N -0.41 0.08 0.03
N -0.19 -0.08 0.12
N -0.21 0.04 0.20
C 0.05 0.10 -0.14
C 0.16 0.13 -0.12
C 0.60 -0.09 -0.22

> Which value of total energy does entry 3 give?

-10978.19770 eV

> Number 3 is which compound?

C6H18N3